An isolated molecule of C5H7N in a non-equilibrium geometry. Source: the Open Molecules 2025 dataset; level of theory: ωB97M-V/def2-TZVPD.

Element x y z (Å)
H1 -1.65 1.13 -0.82
C1 1.52 0.63 0.19
C2 0.91 -0.58 0.39
H2 0.69 2.80 -0.46
C3 0.45 1.52 -0.41
C4 -0.55 -0.35 0.22
H3 -1.53 -2.32 0.21
C5 -0.68 0.84 -0.40
N1 -1.48 -1.37 -0.23
H4 1.20 -1.62 0.60
H5 2.67 0.82 0.31
H6 -0.79 -1.51 -0.96
H7 -0.75 0.01 1.37

## Properties
SMILES ... NC1C=CC=C1
HOMO energy ... -0.3176 Eh
LUMO level ... 0.68 eV
E ... -6784.867 eV
Energy relative to the best compared isomer or geometry (same formula, charge and spin) ... 3.646 eV
Total charge ... 0

Atom charges from the Löwdin analysis, given in e for atoms 1 to 4: 0.13, -0.09, -0.08, 0.17

---

An isolated molecule of C5H7N. Source: the Open Molecules 2025 dataset; level of theory: ωB97M-V/def2-TZVPD.

Element x y z (Å)
H1 2.14 0.58 -2.05
N1 1.46 1.21 -1.61
C1 0.23 0.35 1.59
H2 -0.24 -0.45 2.15
C2 -0.10 0.16 0.13
C3 -0.24 -1.34 -0.52
H3 -0.11 1.32 1.96
H4 0.12 -1.36 -1.56
C4 -1.41 -0.46 -0.38
C5 0.68 0.70 -0.83
H5 -1.94 0.05 -1.20
H6 1.31 0.28 1.74
H7 -2.06 -0.67 0.47

## Properties
HOMO energy ... -0.2788 Eh
LUMO level ... 0.74 eV
E ... -6783.881 eV
Energy relative to the best compared isomer or geometry (same formula, charge and spin) ... 4.631 eV
Total charge ... 0

Atom charges from the Löwdin analysis, given in e for atoms 1 to 4: 0.10, 0.20, -0.03, 0.09

---

An isolated molecule of C5H7N in a non-equilibrium geometry. Source: the Open Molecules 2025 dataset; level of theory: ωB97M-V/def2-TZVPD.

Element x y z (Å)
C1 1.88 0.07 0.18
H1 2.43 0.28 -0.74
C2 -0.39 -0.95 -0.48
H2 2.18 0.79 0.94
N1 -1.66 -0.51 -0.50
H3 -0.15 -1.97 -0.69
H4 2.17 -0.93 0.53
C3 0.40 0.12 -0.06
C4 -0.46 1.19 0.19
C5 -1.82 0.81 0.05
H5 -0.12 2.20 0.45
H6 -1.94 -0.10 0.87
H7 -2.51 -1.00 -0.74

## Properties
SMILES ... Cc1cc[nH]c1
HOMO energy ... -0.2960 Eh
LUMO level ... 0.80 eV
E ... -6784.707 eV
Energy relative to the best compared isomer or geometry (same formula, charge and spin) ... 3.806 eV
Total charge ... 0

Atom charges from the Löwdin analysis, given in e for atoms 1 to 4: -0.06, 0.08, -0.10, 0.08